CH3ClFOP | the ωB97M-V functional and the def2-TZVPD basis

The geometry in XYZ format:
```
8
Properties=species:S:1:pos:R:3
C -0.36145 0.04381 0.67577
O -0.10252 -0.88205 -0.23516
F -0.23230 2.49332 -0.26104
P 1.14287 -1.88350 -0.50527
Cl 0.29857 -2.62830 -2.11109
H 0.27521 2.10945 0.41076
H 0.28614 0.25680 1.63093
H -1.30652 0.49048 0.39510
```

frontier orbital gap (spin up / spin down)	7.944 / 7.410	eV
total charge	0
highest occupied orbital energy (spin up / spin down)	-0.28938 / -0.29744	hartree
energy relative to the best compared isomer or geometry (same formula, charge and spin)	122.1	kcal/mol


H22O11 | the ωB97M-V functional and the def2-TZVPD basis

The geometry in XYZ format:
```
33
Properties=species:S:1:pos:R:3
O 1.25672 2.77601 -1.19037
H 0.82337 3.30912 -0.51897
H 1.51652 1.96745 -0.72680
O -0.50939 -2.82222 3.52911
H -0.12781 -2.14279 2.96471
H -0.30988 -2.52165 4.42110
O -0.64640 1.62011 -3.09723
H -0.18396 1.29093 -3.87712
H -0.20442 2.45114 -2.87465
O -2.11687 2.92963 0.63052
H -1.83111 3.75749 1.04011
H -2.96678 2.73803 1.05117
O 2.85062 -0.41374 -1.29870
H 2.83902 -1.37424 -1.18415
H 2.06613 -0.10496 -0.82422
O -1.41347 0.72102 2.44039
H -2.14849 0.12841 2.64514
H -1.80507 1.44260 1.90904
O 0.31911 0.00018 0.22593
H -0.13435 0.13954 1.08074
H -0.24739 0.43149 -0.43183
O -0.54642 -1.96344 -2.91852
H -1.00886 -1.24495 -2.45209
H 0.28519 -2.06981 -2.43069
O -2.09045 -0.08084 -1.47450
H -2.96282 0.21202 -1.19429
H -1.65242 0.72088 -1.83789
O 1.68106 -3.10271 -1.43304
H 1.29094 -2.77832 -0.60609
H 1.99541 -3.98963 -1.22283
O 1.81801 -1.02652 3.24614
H 2.74015 -0.81478 3.42935
H 1.42412 -0.18545 2.98056
```

SMILES	O.O.O.O.O.O.O.O.O.O.O
frontier orbital gap	9.511	eV
total charge	0
highest occupied orbital energy	-0.36649	hartree
energy relative to the best compared isomer or geometry (same formula, charge and spin)	31.4	kcal/mol


C10H17BrN3O | the ωB97M-V functional and the def2-TZVPD basis

The geometry in XYZ format:
```
32
Properties=species:S:1:pos:R:3
C -1.36193 0.92276 1.16968
C -3.64979 -0.11064 1.34855
C -0.96190 -0.00418 0.20621
C 1.33286 0.83268 0.33494
C -2.68781 0.91245 1.60964
C -2.78500 -2.23175 0.50621
C -2.71108 -2.10404 -1.03393
C 3.73219 -0.34040 -1.67714
C 3.40230 1.96077 0.73663
C 2.81862 0.91791 -1.45838
N -3.28726 -1.35420 1.24740
N 2.51267 1.20860 -0.09601
N 0.36365 0.17316 -0.22518
O -2.44020 -3.44908 0.89920
Br -4.17204 0.98307 -0.76119
H -0.74522 1.88259 1.30190
H -4.69119 0.06288 1.69927
H 1.03298 1.16890 1.38545
H -3.23090 1.88282 1.84724
H -2.23310 -1.20179 -1.11799
H -3.73263 -2.35395 -1.26989
H -1.99933 -2.91636 -1.31205
H 4.30950 -0.62078 -0.80070
H 3.05704 -1.15896 -1.91052
H 4.42523 -0.28225 -2.46193
H 3.68276 2.91431 0.20859
H 2.70723 2.11376 1.65460
H 4.31766 1.55002 1.11818
H 3.38767 1.78160 -1.78826
H 1.86917 0.69898 -2.09810
H 0.48532 -0.23696 -1.08031
H -2.74748 -3.60195 1.81788
```

frontier orbital gap (spin up / spin down)	6.719 / 6.717	eV
total charge	+1
highest occupied orbital energy (spin up / spin down)	-0.43819 / -0.43815	hartree


C2HIN2O2 | the ωB97M-V functional and the def2-TZVPD basis

The geometry in XYZ format:
```
8
Properties=species:S:1:pos:R:3
C -0.00995 1.98927 -0.36077
C 0.53251 -0.59963 -0.24062
N -0.23673 3.06755 -0.09164
N -0.73496 -0.90794 0.13089
O -1.51083 -0.99195 -0.82093
O -1.01965 -1.13344 1.31298
I 1.94562 -0.85269 1.25596
H 1.03399 -0.57117 -1.18586
```

frontier orbital gap (spin up / spin down)	9.583 / 5.718	eV
total charge	0
2S+1	3
highest occupied orbital energy (spin up / spin down)	-0.36745 / -0.39481	hartree
energy relative to the best compared isomer or geometry (same formula, charge and spin)	72.6	kcal/mol
⟨S²⟩	2.02


C8H2N2S3SbSe4W | the ωB97M-V functional and the def2-TZVPD basis

The geometry in XYZ format:
```
21
Properties=species:S:1:pos:R:3
W 1.64218 -0.73560 2.67585
S -0.34292 -1.70544 1.42833
C -0.74003 -0.66812 0.06087
C -1.61920 -1.18103 -0.88174
C -2.01926 -0.40626 -1.95729
C -2.92865 -0.93851 -2.93078
N -3.65626 -1.36625 -3.71217
C -1.52904 0.91265 -2.05893
C -0.65382 1.41456 -1.12125
C -0.21080 0.62942 -0.03494
S 0.91653 1.26503 1.08053
C -1.94384 1.75346 -3.15347
N -2.27811 2.43175 -4.01832
H -2.00204 -2.18749 -0.77283
H -0.27933 2.42406 -1.21999
Se 1.95610 -2.58132 3.93422
Sb 4.87913 -0.11996 2.85644
Se 2.55233 1.00802 3.97992
Se 3.32712 -1.13115 0.94324
Se 5.75081 1.80673 1.80090
S -0.82090 -0.62456 3.10142
```

frontier orbital gap	6.260	eV
total charge	-1
highest occupied orbital energy	-0.19228	hartree
energy relative to the best compared isomer or geometry (same formula, charge and spin)	0.0	kcal/mol


C3H5NO2 | the ωB97M-V functional and the def2-TZVPD basis

The geometry in XYZ format:
```
11
Properties=species:S:1:pos:R:3
N 1.58062 0.81871 1.05328
C 1.04198 0.88278 -0.07491
O -0.19468 -0.91683 -0.97221
C -0.97277 -1.13828 0.16959
C -1.10967 0.21924 -0.29461
O -0.28977 1.27035 -0.10830
H 2.57045 0.61726 0.97186
H 1.46895 0.74630 -1.07225
H -0.53122 -1.41127 1.11945
H -1.85469 -1.71147 -0.11939
H -2.12289 0.61155 -0.50127
```

SMILES	[H]/N=C/O[C@@H]1CO1
frontier orbital gap	11.051	eV
total charge	0
highest occupied orbital energy	-0.36745	hartree
energy relative to the best compared isomer or geometry (same formula, charge and spin)	86.8	kcal/mol


C4H7NO3 | the ωB97M-V functional and the def2-TZVPD basis

The geometry in XYZ format:
```
15
Properties=species:S:1:pos:R:3
C 2.92629 -2.01540 -0.23828
C -0.80766 1.77949 -0.41021
C -1.68882 -0.32572 0.62243
C -0.54233 0.41179 0.11842
N 0.64190 -0.15043 -0.09987
O 2.83261 -3.14213 -0.10321
O 0.88976 -1.35618 0.15633
O 1.77339 0.58116 -0.42452
H 2.63301 -0.00598 -0.30076
H -0.87476 2.53807 0.44218
H -1.72963 1.75506 -0.80132
H -0.11016 1.94743 -1.33209
H -1.79625 -0.30689 1.71304
H -1.54736 -1.52108 0.63227
H -2.59999 -0.18919 0.02561
```

frontier orbital gap	9.466	eV
total charge	0
highest occupied orbital energy	-0.31807	hartree
energy relative to the best compared isomer or geometry (same formula, charge and spin)	140.5	kcal/mol


Repeat the third record exactly.
C10H17BrN3O | the ωB97M-V functional and the def2-TZVPD basis

The geometry in XYZ format:
```
32
Properties=species:S:1:pos:R:3
C -1.36193 0.92276 1.16968
C -3.64979 -0.11064 1.34855
C -0.96190 -0.00418 0.20621
C 1.33286 0.83268 0.33494
C -2.68781 0.91245 1.60964
C -2.78500 -2.23175 0.50621
C -2.71108 -2.10404 -1.03393
C 3.73219 -0.34040 -1.67714
C 3.40230 1.96077 0.73663
C 2.81862 0.91791 -1.45838
N -3.28726 -1.35420 1.24740
N 2.51267 1.20860 -0.09601
N 0.36365 0.17316 -0.22518
O -2.44020 -3.44908 0.89920
Br -4.17204 0.98307 -0.76119
H -0.74522 1.88259 1.30190
H -4.69119 0.06288 1.69927
H 1.03298 1.16890 1.38545
H -3.23090 1.88282 1.84724
H -2.23310 -1.20179 -1.11799
H -3.73263 -2.35395 -1.26989
H -1.99933 -2.91636 -1.31205
H 4.30950 -0.62078 -0.80070
H 3.05704 -1.15896 -1.91052
H 4.42523 -0.28225 -2.46193
H 3.68276 2.91431 0.20859
H 2.70723 2.11376 1.65460
H 4.31766 1.55002 1.11818
H 3.38767 1.78160 -1.78826
H 1.86917 0.69898 -2.09810
H 0.48532 -0.23696 -1.08031
H -2.74748 -3.60195 1.81788
```

frontier orbital gap (spin up / spin down)	6.719 / 6.717	eV
total charge	+1
highest occupied orbital energy (spin up / spin down)	-0.43819 / -0.43815	hartree


Q: Which of these has the lowest total charge?
A: C8H2N2S3SbSe4W


Q: Look up the total charge of the sixth one.
A: 0


Q: Which of these has the lowest total charge?
A: C8H2N2S3SbSe4W